(1)
The molecule C4H8O2 in a non-equilibrium geometry. Source: the OMol25 dataset; level of theory: ωB97M-V with the def2-TZVPD basis set.

Values from the calculation:
structure (SMILES): CC1OCCO1
energy: -8370.0543 eV
LUMO level: 1.0 eV

Positions of all 14 atoms, in Å:
C 0.452 0.780 0.266
H -2.016 -1.486 0.281
O 0.967 -0.369 0.736
H -0.244 -2.396 1.127
H -0.865 -0.806 1.810
H 1.475 0.777 -1.613
C -1.125 -1.025 -0.284
H -0.933 -1.689 -1.146
C -0.414 -1.320 0.957
H 2.071 2.046 -0.518
C 1.179 1.501 -0.850
H 0.025 1.447 1.030
O -1.053 0.317 -0.505
H 0.481 2.223 -1.290

(2)
A 3-piece molecular cluster, C12H15N3 overall in a non-equilibrium geometry. Source: the OMol25 dataset; level of theory: ωB97M-V with the def2-TZVPD basis set.

Values from the calculation:
structure (SMILES): c1cc[nH]c1.c1cc[nH]c1.c1cc[nH]c1
energy: -17148.8661 eV
LUMO level: 0.7 eV

Positions of all 30 atoms, in Å:
H 24.009 20.480 14.423
C 26.404 13.329 13.321
H 23.859 11.969 8.614
H 25.264 14.287 10.285
C 26.117 12.651 8.129
H 23.421 14.450 8.593
C 24.237 18.409 13.716
H 25.139 15.966 8.183
H 26.799 11.728 7.900
C 24.570 12.793 8.377
H 24.031 19.088 17.120
H 27.386 14.553 7.935
C 23.873 18.793 16.131
C 25.272 15.029 8.150
H 24.398 16.124 14.313
C 26.611 14.182 8.174
N 24.255 14.113 8.429
H 27.270 15.233 14.026
C 25.520 13.060 12.125
H 24.166 16.804 16.581
H 26.471 16.160 11.372
C 26.286 15.222 11.920
N 25.565 14.234 11.323
C 26.768 14.719 13.218
C 23.987 19.551 14.761
H 26.592 12.700 14.279
N 24.113 17.485 15.914
H 25.070 12.263 11.941
C 24.214 17.136 14.532
H 24.178 18.580 12.691

(3)
C30H70Be2N2O18 as an isolated structure in a non-equilibrium geometry. Source: the OMol25 dataset; level of theory: ωB97M-V with the def2-TZVPD basis set.

Values from the calculation:
energy: -72878.6257 eV
net charge: -2
LUMO level: 3.9 eV

Positions of all 122 atoms, in Å:
H -20.731 20.649 4.896
H -25.880 16.600 6.187
H -19.035 23.696 9.698
H -20.814 20.926 6.621
C -24.323 16.243 8.474
C -18.784 25.918 7.257
N -23.894 18.660 8.160
H -27.022 19.412 7.197
O -19.129 21.530 5.809
H -25.104 18.115 5.689
H -13.384 18.320 8.004
H -16.590 22.754 4.054
H -19.614 14.473 10.587
H -20.012 24.085 7.641
O -17.775 18.015 9.121
C -15.685 22.205 9.163
H -14.542 14.080 4.789
H -22.643 17.802 2.456
O -16.917 21.843 8.537
O -18.705 17.228 10.899
H -20.797 17.070 3.780
C -26.236 17.868 8.583
O -17.115 18.867 3.140
C -24.154 20.508 6.525
H -23.501 21.947 8.626
H -16.698 20.219 4.345
H -25.010 20.171 5.942
H -15.477 21.474 9.944
H -16.073 15.456 3.542
H -23.775 17.511 3.842
C -26.717 19.272 8.233
O -19.509 20.601 8.751
H -21.090 18.277 5.611
H -14.898 21.791 6.050
H -26.263 17.914 9.671
H -24.214 16.778 5.925
H -13.789 14.680 3.293
H -23.353 20.835 9.963
H -25.937 21.335 8.209
H -21.807 16.199 4.793
C -22.932 17.130 3.264
C -14.160 14.964 4.277
H -14.572 21.150 4.516
H -20.999 22.337 5.534
H -21.111 15.480 10.870
H -22.278 20.669 8.569
C -14.473 18.344 8.025
H -22.761 18.222 6.773
H -27.013 17.117 8.440
N -16.556 20.824 5.141
H -14.842 23.980 9.941
H -13.334 15.352 4.872
H -25.665 20.302 9.644
H -14.899 22.036 8.427
O -19.730 18.139 6.789
H -18.356 23.800 7.709
H -13.350 19.769 6.125
O -15.104 19.396 7.276
O -22.620 18.335 7.715
H -15.052 16.896 3.731
C -24.278 20.068 8.017
H -16.648 16.555 5.408
H -21.933 13.999 8.801
C -20.694 14.557 10.467
H -23.188 20.240 6.095
O -16.580 17.121 10.679
H -23.056 16.128 2.853
C -15.328 15.939 4.174
C -18.062 18.506 2.157
H -19.668 26.538 7.407
H -14.886 18.584 9.005
O -19.080 24.600 9.380
C -19.051 17.283 6.117
H -18.623 25.815 6.184
H -16.379 24.225 8.960
O -19.036 21.971 10.331
H -18.177 17.423 2.208
C -15.117 20.920 5.432
H -18.911 21.739 3.878
C -25.058 17.285 6.394
C -20.967 14.476 8.968
H -23.894 15.592 7.712
H -23.487 16.359 9.164
H -16.568 23.653 10.551
O -19.438 16.107 6.069
C -24.866 17.592 7.916
Be -20.389 18.225 9.266
H -14.542 18.812 5.318
H -25.143 15.733 8.981
H -20.297 18.930 1.958
C -21.784 17.137 4.238
O -15.791 16.125 5.450
C -15.857 23.648 9.724
C -19.089 24.564 7.969
C -17.058 22.204 4.870
H -21.012 13.722 11.092
O -18.017 17.678 5.612
H -19.606 19.033 3.565
H -17.376 18.403 3.939
H -20.578 15.740 7.513
O -20.444 20.319 10.642
H -27.620 19.585 8.758
C -19.395 19.198 2.508
C -20.506 21.375 5.677
C -18.584 22.305 4.751
H -17.686 18.705 1.153
C -17.678 17.442 10.233
O -21.915 18.224 5.123
C -23.297 20.906 8.876
H -16.807 22.748 5.780
C -14.427 19.635 6.023
H -17.538 22.046 9.240
C -19.704 21.028 9.910
H -14.842 17.375 7.690
H -20.196 13.925 8.430
C -25.649 20.342 8.555
H -19.144 20.216 2.212
H -17.973 26.485 7.715
H -24.217 21.596 6.498
Be -17.751 19.837 7.229
O -20.856 15.801 8.430
H -18.993 23.313 4.812

> Look up the LUMO level of the first one.

1.0 eV